[1]
{
  "formula": "C4H5N5OS",
  "method": "ωB97M-V with the def2-TZVPD basis set",
  "gap_ha": [0.2876, 0.2876],
  "relative_energy_kj_mol": 234.3,
  "elements": ["C", "C", "C", "C", "N", "N", "N", "N", "N", "O", "S", "H", "H", "H", "H", "H"],
  "positions_angstrom": [[2.85, -3.27, -0.17], [1.64, 0.58, 0.27], [-3.40, 1.21, 0.54], [2.49, -2.05, -0.89], [3.28, -4.11, 0.45], [1.19, 1.60, -0.20], [0.27, 2.47, -0.38], [-1.00, 2.11, 0.03], [-1.07, 0.92, 0.43], [-2.28, 0.43, 0.79], [2.48, -0.77, 0.62], [-4.24, 0.55, 0.72], [-3.53, 1.72, -0.47], [-3.55, 2.07, 1.21], [1.52, -1.87, -1.42], [3.35, -1.58, -1.53]],
  "mulliken_charge": [0.27, 0.44, -0.59, -0.54, -0.32, 0.40, -0.89, 0.00, 0.12, -0.25, -0.11, 0.29, 0.25, 0.28, 0.37, 0.28]
}

---

[2]
{
  "formula": "C4H5N5S",
  "method": "ωB97M-V with the def2-TZVPD basis set",
  "gap_ha": [0.2041, 0.2591],
  "relative_energy_kj_mol": 0.0,
  "spin_multiplicity": 3,
  "elements": ["C", "C", "C", "C", "N", "N", "N", "N", "N", "S", "H", "H", "H", "H", "H"],
  "positions_angstrom": [[1.09, -0.41, 1.86], [-0.84, 0.47, 0.75], [2.09, -2.11, 1.11], [-1.15, 0.46, -2.01], [0.64, 0.76, 2.38], [-0.44, 1.13, 1.72], [1.03, -2.04, 0.35], [0.36, -0.99, 0.87], [2.24, -1.08, 1.97], [-2.07, 0.28, -0.43], [2.78, -2.98, 1.16], [-1.74, 0.05, -2.79], [-0.22, -0.20, -2.02], [-1.03, 1.45, -2.41], [2.92, -0.94, 2.60]],
  "mulliken_charge": [0.45, 0.39, -0.02, -0.85, -0.50, -0.26, -0.66, 0.19, -0.02, -0.10, 0.36, 0.34, 0.26, 0.32, 0.11]
}

---

[3]
{
  "formula": "C4H5NO",
  "method": "ωB97M-V with the def2-TZVPD basis set",
  "gap_ha": 0.3138,
  "relative_energy_kj_mol": 99.0,
  "smiles": "Oc1ccc[nH]1",
  "elements": ["O", "C", "C", "C", "C", "N", "H", "H", "H", "H", "H"],
  "positions_angstrom": [[-1.35, -1.72, -0.16], [-0.64, -0.58, -0.02], [-0.42, 0.46, -0.88], [0.68, 1.19, -0.35], [1.00, 0.65, 0.87], [0.16, -0.43, 1.06], [-1.78, -1.66, -1.03], [-0.91, 0.70, -1.82], [1.35, 1.51, -1.12], [1.68, 0.97, 1.64], [0.24, -1.09, 1.82]],
  "mulliken_charge": [-0.52, 0.17, -0.25, -0.56, -0.39, -0.01, 0.32, 0.38, 0.25, 0.37, 0.22]
}

---

[4]
{
  "formula": "C4H5NO",
  "method": "ωB97M-V with the def2-TZVPD basis set",
  "gap_ha": 0.3956,
  "relative_energy_kj_mol": 111.7,
  "smiles": "CC#CC(N)=O",
  "elements": ["C", "C", "C", "C", "N", "O", "H", "H", "H", "H", "H"],
  "positions_angstrom": [[0.44, -1.75, -1.64], [0.14, -0.79, -0.58], [-0.05, -0.02, 0.32], [-0.11, 0.86, 1.49], [-0.71, 2.07, 1.26], [0.36, 0.54, 2.57], [1.29, -1.40, -2.23], [-0.41, -1.89, -2.32], [0.70, -2.72, -1.21], [-0.65, 2.76, 2.00], [-0.99, 2.35, 0.34]],
  "mulliken_charge": [-1.23, 1.23, -0.34, -0.04, -0.37, -0.58, 0.28, 0.30, 0.30, 0.23, 0.22]
}

---

[5]
{
  "formula": "C4H5NO",
  "method": "ωB97M-V with the def2-TZVPD basis set",
  "gap_ha": 0.3360,
  "relative_energy_kj_mol": 147.0,
  "smiles": "OC1=NC=CC1",
  "elements": ["O", "C", "N", "C", "C", "C", "H", "H", "H", "H", "H"],
  "positions_angstrom": [[0.22, 0.44, 2.18], [0.24, 0.15, 0.91], [1.02, -0.80, 0.47], [0.69, -0.92, -0.89], [-0.29, -0.02, -1.35], [-0.80, 0.69, -0.08], [0.74, -0.17, 2.75], [1.22, -1.62, -1.51], [-0.70, 0.09, -2.38], [-1.88, 0.56, 0.03], [-0.46, 1.60, -0.14]],
  "mulliken_charge": [-0.48, 0.44, -0.66, -0.36, -0.38, -0.33, 0.38, 0.44, 0.33, 0.35, 0.28]
}

---

[6]
{
  "formula": "C4H5NO",
  "method": "ωB97M-V with the def2-TZVPD basis set",
  "gap_ha": 0.4052,
  "relative_energy_kj_mol": 38.5,
  "smiles": "CC(=O)CC#N",
  "elements": ["C", "C", "O", "C", "C", "N", "H", "H", "H", "H", "H"],
  "positions_angstrom": [[-1.39, 0.22, -0.43], [-0.44, -0.62, 0.38], [-0.80, -1.41, 1.22], [1.06, -0.49, 0.06], [1.55, 0.88, 0.24], [1.89, 1.97, 0.40], [-2.39, 0.16, 0.01], [-1.43, -0.17, -1.46], [-1.07, 1.26, -0.49], [1.25, -0.79, -0.98], [1.61, -1.17, 0.72]],
  "mulliken_charge": [-1.07, 0.67, -0.52, -0.41, 0.22, -0.39, 0.29, 0.30, 0.37, 0.27, 0.26]
}

---

[7]
{
  "formula": "C4H5NO",
  "method": "ωB97M-V with the def2-TZVPD basis set",
  "gap_ha": 0.4414,
  "relative_energy_kj_mol": 156.1,
  "smiles": "C[C@@]1(C#N)CO1",
  "elements": ["C", "C", "C", "N", "C", "O", "H", "H", "H", "H", "H"],
  "positions_angstrom": [[0.69, -0.08, 1.15], [-0.04, -0.20, -0.17], [-0.97, -1.32, -0.30], [-1.70, -2.22, -0.38], [-0.29, 0.98, -1.02], [0.72, 0.04, -1.35], [0.82, -1.06, 1.62], [1.68, 0.34, 0.95], [0.16, 0.57, 1.84], [-1.15, 1.00, -1.68], [0.07, 1.94, -0.66]],
  "mulliken_charge": [-1.29, 1.25, -0.11, -0.40, -0.59, -0.43, 0.36, 0.36, 0.29, 0.29, 0.26]
}

---

[8]
{
  "formula": "C4H5NO",
  "method": "ωB97M-V with the def2-TZVPD basis set",
  "gap_ha": 0.3328,
  "relative_energy_kj_mol": 335.2,
  "smiles": "[H]/N=C/C=C=CO",
  "elements": ["H", "N", "C", "C", "C", "C", "O", "H", "H", "H", "H"],
  "positions_angstrom": [[2.06, -2.19, -0.68], [1.30, -1.57, -0.42], [1.44, -0.45, -1.00], [0.52, 0.67, -0.73], [-0.39, 0.53, 0.19], [-1.51, 0.36, 0.83], [-1.69, 0.38, 2.18], [2.28, -0.19, -1.65], [0.67, 1.63, -1.23], [-2.15, 0.85, 0.09], [-2.53, -0.02, 2.41]],
  "mulliken_charge": [0.24, -0.58, 0.06, -0.63, 0.22, -0.08, -0.45, 0.35, 0.31, 0.21, 0.36]
}